Record 1
A single C9H10IN molecule in a non-equilibrium geometry. Source: the OMol25 dataset; level of theory: ωB97M-V/def2-TZVPD.

Values from the calculation:
Energy above the lowest of the compared OMol25 structures with the same formula, charge and spin = 0.00 kcal per mole
E = -701.34102 a.u.
HOMO energy = -8.1 eV
Max |F| = 0.0788 Eh/bohr
SMILES = C=C(I)Cc1ccccc1N

```
! wB97M-V def2-TZVPD RIJCOSX def2/J DEFGRID3
* xyz 0 1
C 3.205 -0.128 -0.091
C 2.022 0.179 -0.624
I 1.740 -0.288 -2.719
C 1.100 1.100 -0.039
C -0.316 0.536 -0.015
C -1.296 0.934 -0.899
C -2.632 0.381 -0.919
C -2.931 -0.609 -0.003
C -1.946 -0.977 0.907
C -0.623 -0.473 0.904
N 0.415 -0.968 1.654
H 3.594 0.230 0.884
H 3.934 -0.632 -0.774
H 1.100 1.959 -0.691
H 1.425 1.371 0.919
H -1.143 1.787 -1.627
H -3.239 0.652 -1.711
H -4.076 -0.859 0.015
H -2.058 -1.783 1.672
H 1.241 -0.423 1.531
H 0.485 -1.988 1.627
*
```

Record 2
5 unconnected molecules or ions with the total composition C36H32ClF8N6O6PS3 in a non-equilibrium geometry. Source: the OMol25 dataset; level of theory: ωB97M-V/def2-TZVPD.

Values from the calculation:
E = -4965.86110 a.u.
HOMO energy = -7.9 eV
Max |F| = 0.1293 Eh/bohr
SMILES = O=C(O)CCc1cc2c(c([PH2]=S)c1Cl)Nc1c(C(=O)NC(=O)F)ccc(S(=O)(=O)C(F)(F)C(F)(F)C(F)(F)F)c1S2.c1cc[nH]c1.c1cc[nH]c1.c1cc[nH]c1.c1cc[nH]c1

```
! wB97M-V def2-TZVPD RIJCOSX def2/J DEFGRID3
* xyz 0 1
O -1.320 -0.687 -3.116
C -1.789 -0.995 -2.056
O -2.029 -0.062 -1.040
C -2.200 -2.479 -1.747
C -0.974 -3.247 -1.086
C 0.126 -2.324 -0.477
C 1.317 -1.964 -1.260
C 2.365 -1.131 -0.677
C 2.337 -0.587 0.701
C 1.115 -0.917 1.485
P 1.019 -0.211 3.219
S 2.566 -0.700 4.293
C 0.054 -1.763 0.891
Cl -1.412 -2.194 1.848
N 3.388 0.210 1.297
C 3.973 1.174 0.386
C 4.330 2.500 0.974
C 4.066 2.843 2.486
O 3.136 2.379 3.086
N 5.007 3.804 3.081
C 5.610 3.336 4.298
O 6.536 3.939 4.747
F 5.163 2.256 5.015
C 4.948 3.529 0.121
C 5.238 3.236 -1.298
C 4.906 1.927 -1.913
S 5.351 1.676 -3.655
O 5.554 0.259 -4.000
O 6.667 2.314 -3.829
C 4.074 2.303 -4.849
F 2.831 1.837 -4.404
F 4.231 1.749 -6.099
C 3.941 3.877 -4.986
F 3.634 4.129 -6.323
F 5.085 4.586 -4.725
C 2.766 4.534 -4.147
F 3.016 5.901 -4.137
F 2.717 4.154 -2.840
F 1.566 4.393 -4.782
C 4.273 0.926 -1.043
S 3.816 -0.715 -1.686
H -2.600 -0.532 -0.399
H -2.442 -3.017 -2.707
H -3.067 -2.487 -1.027
H -1.388 -3.868 -0.237
H -0.464 -3.977 -1.774
H 1.373 -2.355 -2.309
H -0.169 -0.733 3.801
H 0.863 1.204 3.151
H 4.096 -0.453 1.649
H 4.570 4.717 3.232
H 5.195 4.536 0.526
H 5.721 4.042 -1.911
C -1.026 -3.324 -5.785
C -0.964 -4.724 -5.560
C 0.182 -4.974 -4.850
N 0.817 -3.777 -4.642
C 0.083 -2.767 -5.204
H -1.799 -2.786 -6.313
H -1.680 -5.465 -5.883
H 0.601 -5.896 -4.478
H 1.686 -3.660 -4.151
H 0.414 -1.743 -5.143
C -6.006 -1.872 -2.679
C -7.088 -1.034 -2.306
C -7.827 -1.713 -1.372
N -7.235 -2.931 -1.169
C -6.122 -3.034 -1.959
H -5.229 -1.648 -3.395
H -7.301 -0.045 -2.680
H -8.721 -1.436 -0.835
H -7.567 -3.640 -0.538
H -5.511 -3.922 -1.940
C -7.675 1.590 0.816
C -8.757 2.427 1.190
C -9.495 1.748 2.125
N -8.902 0.531 2.327
C -7.789 0.429 1.536
H -6.899 1.814 0.100
H -8.970 3.416 0.816
H -10.389 2.024 2.662
H -9.233 -0.178 2.958
H -7.178 -0.459 1.554
C 3.029 -0.140 10.223
C 3.678 0.281 9.034
C 2.958 -0.215 7.977
N 1.903 -0.924 8.483
C 1.935 -0.878 9.851
H 3.329 0.075 11.237
H 4.572 0.881 8.961
H 3.104 -0.129 6.912
H 1.210 -1.402 7.934
H 1.180 -1.375 10.439
*
```

Record 3
A molecular structure, C7H7BrN2 in a non-equilibrium geometry. Source: the OMol25 dataset; level of theory: ωB97M-V/def2-TZVPD.

Values from the calculation:
Energy above the lowest of the compared OMol25 structures with the same formula, charge and spin = 36.24 kcal per mole
E = -2954.37015 a.u.
HOMO energy = -8.3 eV
Max |F| = 0.0996 Eh/bohr

```
! wB97M-V def2-TZVPD RIJCOSX def2/J DEFGRID3
* xyz 0 1
C -1.259 -1.982 -0.855
C 0.154 -1.907 -0.878
C -1.738 -0.859 -0.233
C 0.449 -0.748 -0.240
C 0.353 2.082 0.148
C -0.625 1.167 0.836
C 2.030 0.492 0.026
N 1.512 1.748 -0.221
N -0.670 -0.098 0.139
Br 2.582 0.169 1.853
H -1.848 -2.781 -1.261
H 0.838 -2.628 -1.284
H -2.748 -0.547 -0.046
H 0.041 3.095 -0.073
H -0.261 0.998 1.865
H -1.619 1.612 0.882
H 2.808 0.186 -0.657
*
```

Record 4
A molecular structure, C32H31Ge in a non-equilibrium geometry. Source: the OMol25 dataset; level of theory: ωB97M-V/def2-TZVPD.

Values from the calculation:
E = -3314.52601 a.u.
HOMO energy = -11.6 eV
Max |F| = 0.0396 Eh/bohr

```
! wB97M-V def2-TZVPD RIJCOSX def2/J DEFGRID3
* xyz 1 1
C 1.508 -4.979 2.915
C 2.721 -4.339 2.652
C 2.744 -3.077 2.043
C 1.540 -2.437 1.705
Ge 1.552 -0.652 0.944
C 0.195 0.394 1.845
C -0.053 0.176 3.207
C -1.002 0.959 3.884
C -1.726 1.936 3.199
C -1.493 2.141 1.836
C -0.529 1.382 1.157
C 3.297 0.109 1.355
C 3.543 0.569 2.657
C 4.816 1.039 3.014
C 5.845 1.080 2.065
C 5.598 0.636 0.760
C 4.330 0.152 0.400
C 1.072 -0.623 -1.017
C -0.334 -1.151 -1.195
C -1.251 -0.720 -2.219
C 0.319 -3.076 1.974
C 0.308 -4.346 2.574
H 1.492 -5.966 3.384
H 3.661 -4.819 2.927
H 3.701 -2.592 1.836
H 0.478 -0.604 3.757
H -1.165 0.802 4.950
H -2.473 2.544 3.719
H -2.052 2.895 1.284
H -0.348 1.557 0.094
H 2.751 0.559 3.409
H 5.003 1.371 4.036
H 6.833 1.454 2.338
H 6.392 0.658 0.013
H 4.142 -0.198 -0.616
H 1.209 0.432 -1.342
H 1.893 -1.220 -1.487
H -0.484 -2.131 -0.684
H -1.766 -1.614 -2.675
H -0.672 -0.062 -2.916
H -0.626 -2.590 1.725
H -0.646 -4.828 2.779
C -2.585 -0.209 -4.075
C -3.802 -1.163 -4.202
C -4.583 -1.020 -2.904
C -3.914 -0.241 -2.002
C -2.610 0.268 -2.596
C -2.364 1.749 -2.472
C -2.925 2.480 -1.430
C -2.433 3.751 -1.130
C -1.462 4.354 -1.952
C -1.045 3.687 -3.101
C -1.522 2.409 -3.388
H -1.608 -0.665 -4.246
H -2.755 0.580 -4.796
H -4.357 -0.808 -5.081
H -3.511 -2.210 -4.399
H -5.566 -1.517 -2.771
H -4.328 0.099 -1.020
H -3.633 1.982 -0.752
H -2.778 4.234 -0.214
H -1.116 5.367 -1.727
H -0.286 4.152 -3.743
H -1.138 1.900 -4.281
*
```

Record 5
A molecular structure, C23H37N7O3PS2Ti in a non-equilibrium geometry. Source: the OMol25 dataset; level of theory: ωB97M-V/def2-TZVPD.

Values from the calculation:
Expectation value of S² = 0.75
Energy above the lowest of the compared OMol25 structures with the same formula, charge and spin = 35.93 kcal per mole
E = -3494.93102 a.u.
HOMO energy (spin up / spin down) = -6.4 / -6.5 eV
Max |F| = 0.0286 Eh/bohr

```
! wB97M-V def2-TZVPD RIJCOSX def2/J DEFGRID3
* xyz 0 2
Ti -0.362 0.018 0.035
N 4.155 0.103 -0.506
C 3.008 -0.192 0.297
S 3.080 -2.681 -0.965
N 2.344 1.068 0.473
N 1.129 1.020 1.004
C 0.659 2.025 1.669
C -0.659 1.984 2.322
C -1.134 3.143 2.944
C -2.316 3.162 3.660
C -3.054 1.986 3.781
C -2.609 0.827 3.173
C -1.433 0.801 2.420
O -1.087 -0.328 1.776
H 4.744 -0.719 -0.564
H 4.652 0.852 -0.039
H 1.307 2.881 1.853
H -0.535 4.044 2.863
H -2.653 4.074 4.134
H -3.973 1.975 4.353
H -3.167 -0.098 3.251
N -6.376 2.133 -0.309
C -5.087 1.692 -0.332
C -4.778 0.332 -0.408
C -3.463 -0.058 -0.463
N -2.424 0.793 -0.435
C -2.732 2.092 -0.334
C -4.013 2.583 -0.305
H -7.110 1.473 -0.124
H -6.556 3.084 -0.043
H -5.561 -0.415 -0.427
H -3.213 -1.104 -0.527
H -1.893 2.775 -0.265
H -4.179 3.650 -0.225
C 2.547 -1.150 2.498
O 3.505 -0.716 1.553
C 2.236 -1.401 -0.339
O 0.941 -1.419 -0.305
H 3.107 -1.615 3.308
H 1.857 -1.894 2.084
H 1.963 -0.322 2.904
C 1.686 -0.541 -3.774
C 1.930 0.769 -3.024
P 0.465 1.401 -2.131
C 0.936 3.111 -1.621
C 2.079 3.791 -2.372
C -0.783 1.669 -3.451
C -0.385 2.592 -4.600
H 2.613 -0.876 -4.241
H 0.932 -0.428 -4.556
H 1.350 -1.329 -3.102
H 2.278 1.537 -3.717
H 2.712 0.642 -2.272
H 1.208 3.040 -0.569
H 0.020 3.710 -1.682
H 3.012 3.252 -2.206
H 2.215 4.808 -2.001
H 1.904 3.848 -3.447
H -1.681 2.041 -2.952
H -1.039 0.677 -3.829
H -0.220 3.613 -4.255
H -1.173 2.621 -5.355
H 0.528 2.248 -5.088
C -1.811 -5.598 -2.786
N -2.057 -4.172 -2.727
C -1.177 -3.260 -2.264
N -0.052 -3.710 -1.737
S -1.567 -1.601 -2.416
H -2.710 -6.087 -3.150
H -1.596 -6.003 -1.795
H -0.984 -5.844 -3.458
H -2.847 -3.785 -3.212
H 0.145 -4.691 -1.644
H 0.627 -3.072 -1.324
*
```

Record 6
A molecular structure, C14H14CoN2O2S2 in a non-equilibrium geometry. Source: the OMol25 dataset; level of theory: ωB97M-V/def2-TZVPD.

Values from the calculation:
Expectation value of S² = 3.87
Energy above the lowest of the compared OMol25 structures with the same formula, charge and spin = 14.19 kcal per mole
E = -2980.74869 a.u.
HOMO energy (spin up / spin down) = 2.0 / 0.0 eV
Max |F| = 0.1045 Eh/bohr

```
! wB97M-V def2-TZVPD RIJCOSX def2/J DEFGRID3
* xyz -2 4
C -2.376 -2.731 -1.297
C -2.525 -2.307 0.035
C -1.280 -1.802 0.493
C -0.335 -1.959 -0.545
C -1.029 -2.474 -1.686
Co -1.907 -0.853 -1.181
N -0.891 -0.479 -2.901
C -3.622 0.135 -1.288
C -3.524 0.117 0.076
H -1.075 -1.398 1.482
H -3.401 -2.418 0.663
H 0.714 -1.711 -0.504
H -0.559 -2.715 -2.646
H -3.173 -3.105 -1.940
H -4.250 -0.538 0.576
H -3.229 0.921 -1.916
H -1.104 0.543 -3.040
H -3.344 1.072 0.570
H -3.952 -0.633 -1.960
O 2.452 -1.625 2.090
S 1.874 -0.349 2.477
O 1.751 -0.023 3.861
N 0.459 -0.087 1.630
C 0.529 0.861 0.700
S -0.729 1.296 -0.335
C 1.832 1.518 0.647
C 2.296 2.525 -0.206
C 3.605 2.991 -0.050
C 4.448 2.435 0.931
C 3.990 1.396 1.759
C 2.681 0.963 1.599
H 1.622 2.914 -0.966
H 3.979 3.786 -0.691
H 5.462 2.806 1.051
H 4.610 0.928 2.512
*
```